1.
{
  "formula": "C5H6N",
  "method": "ωB97M-V/def2-TZVPD",
  "mol_weight_g_mol": 80.11,
  "largest_force_ev_per_a": 4.5,
  "homo_lumo_gap_ha": 0.3450,
  "lumo_ev": -5.35,
  "relative_energy_ev": 4.8414,
  "charge": 1,
  "smiles": "C=[N+]=CC#CC",
  "elements": ["H", "H", "H", "H", "C", "C", "H", "C", "N", "C", "C", "H"],
  "coordinates": [[-0.2623, 2.6944, 0.7068], [0.8090, -1.9457, 0.6486], [-0.6716, 1.4927, 1.6962], [-1.8787, -1.8993, -1.8980], [-0.3218, 1.6456, 0.6822], [-1.5174, -1.0886, -1.3385], [0.7337, 1.1364, 0.5132], [-1.8066, 0.2575, -0.8725], [-0.3680, -1.3242, -0.8718], [-1.1825, 1.0272, -0.1597], [0.7256, -1.6830, -0.4425], [1.6009, -1.5640, -1.0689]],
  "atomic_forces_ev_per_a": [[0.4, 1.5, -0.8], [0.0, -0.2, -1.2], [0.2, -0.6, 0.6], [-1.7, -0.5, -0.9], [3.4, -0.1, 2.3], [1.8, 2.4, 1.9], [-1.8, 1.2, 0.5], [-0.1, -0.2, -0.3], [-0.3, -1.9, -0.9], [-2.9, -1.7, -2.9], [1.0, 0.2, 1.7], [0.2, 0.0, 0.0]],
  "lowdin_charge": [0.0904, 0.1529, 0.1172, 0.1448, -0.0507, 0.0510, 0.1585, 0.0830, 0.0571, -0.0715, 0.1396, 0.1278]
}

---

2.
{
  "formula": "C4H3ClFO3",
  "method": "ωB97M-V/def2-TZVPD",
  "mol_weight_g_mol": 153.52,
  "largest_force_ev_per_a": 3.3,
  "homo_lumo_gap_ha": 0.3050,
  "lumo_ev": 3.74,
  "charge": -1,
  "smiles": "CC(=O)[C@](F)(Cl)C(=O)[O-]",
  "elements": ["C", "Cl", "F", "H", "C", "C", "O", "O", "H", "O", "H", "C"],
  "coordinates": [[0.6046, 0.6848, -0.2235], [1.1567, 2.3809, -0.2609], [1.7577, -0.1717, -0.0466], [0.5465, -1.0309, 1.6191], [-0.5379, 0.3287, 0.7641], [0.0513, 0.4012, -1.9249], [0.3434, 1.3259, -2.6173], [-1.3934, 1.1117, 1.0836], [-0.4035, -1.8343, 0.3968], [-0.4426, -0.6704, -2.0625], [-1.1909, -1.3837, 2.0564], [-0.4920, -1.1421, 1.2156]],
  "atomic_forces_ev_per_a": [[0.1, -0.3, -1.2], [-0.1, -0.6, 1.1], [-1.4, 1.0, 0.1], [-0.6, -1.0, 0.2], [0.4, -0.7, -0.8], [1.2, 1.0, 2.1], [0.3, 1.6, -1.5], [0.0, 0.3, 0.1], [-0.3, -0.2, -0.3], [-1.4, -3.0, 0.0], [0.4, 0.2, -1.1], [1.3, 1.7, 1.3]],
  "lowdin_charge": [-0.6147, 0.6516, -0.1018, 0.0832, -0.4553, -0.7421, -0.0349, 0.0490, 0.0682, 0.0213, 0.0886, -0.0130]
}

---

3.
{
  "formula": "C5H12F3ILaO3P",
  "method": "ωB97M-V/def2-TZVPD",
  "mol_weight_g_mol": 473.93,
  "largest_force_ev_per_a": 2.9,
  "homo_lumo_gap_ha": 0.1763,
  "lumo_ev": -10.61,
  "charge": 2,
  "elements": ["H", "C", "P", "H", "O", "C", "H", "C", "F", "H", "O", "H", "H", "I", "La", "C", "O", "H", "H", "H", "H", "H", "F", "C", "F", "H"],
  "coordinates": [[-0.6242, 2.9158, 0.7976], [1.6434, -2.2243, -1.6941], [-1.5175, -0.1346, -0.4785], [-0.1361, -0.6980, 1.6817], [-2.3163, -0.3564, -1.8567], [0.2903, 1.4364, 1.6948], [-0.7749, 0.9673, -0.9338], [0.4729, -1.2964, -1.8552], [1.5256, 2.0028, -0.2296], [-0.1859, -1.6307, -2.6593], [-0.3369, 2.6543, 1.6855], [0.6568, 1.3506, 2.7416], [-1.5887, 0.3765, 2.0064], [-3.2041, 1.5183, 0.7292], [-0.6081, -0.9045, 3.5022], [-0.6746, 0.2452, 1.3491], [-0.3227, -1.2562, -0.6549], [-2.7661, 0.4131, -2.2248], [2.1956, -2.0140, -0.7834], [2.3084, -2.1296, -2.5479], [1.3079, -3.2602, -1.6529], [-2.2832, -1.0708, 0.2381], [1.9504, 0.0884, 0.6848], [1.6289, 1.3738, 0.9162], [2.5779, 1.9091, 1.6391], [0.7811, -0.2760, -2.0952]],
  "atomic_forces_ev_per_a": [[0.0, -0.1, 0.0], [-0.2, -0.3, 0.2], [1.1, -1.8, -1.4], [1.0, -0.1, -2.7], [-0.3, 0.1, 0.0], [-0.5, -0.4, -0.1], [-0.1, 0.4, 0.3], [-0.4, 0.2, -0.5], [-0.1, 0.2, -0.5], [0.1, 0.0, -0.1], [0.4, 0.0, 0.2], [0.2, -0.1, 0.6], [-0.7, 0.2, -0.2], [-1.0, 0.6, 0.4], [-0.6, 0.2, 1.9], [0.9, 0.6, 1.2], [-0.1, 0.0, 0.3], [0.0, -0.1, -0.1], [0.2, 0.1, 0.1], [0.1, 0.0, 0.0], [0.0, 0.0, 0.0], [-0.1, 0.3, 0.3], [0.0, -0.2, 0.2], [-0.6, -0.3, -0.2], [0.6, 0.4, 0.4], [0.2, 0.1, 0.0]],
  "lowdin_charge": [0.0957, -0.0590, 0.2858, -0.0648, -0.2347, -0.3717, 0.0521, -0.2792, 0.2172, 0.1224, 0.0001, 0.1234, -0.1284, 0.7206, 2.2523, -0.5770, -0.3588, 0.0753, 0.0616, 0.0946, 0.0866, 0.0248, 0.1528, -0.6230, 0.2178, 0.1134]
}

---

4.
{
  "formula": "CH5ClNP",
  "method": "ωB97M-V/def2-TZVPD",
  "mol_weight_g_mol": 97.48,
  "largest_force_ev_per_a": 3.3,
  "homo_lumo_gap_ha": 0.3125,
  "lumo_ev": -1.25,
  "relative_energy_ev": 2.2311,
  "charge": 0,
  "elements": ["P", "N", "C", "H", "H", "Cl", "H", "H", "H"],
  "coordinates": [[1.3512, 0.0538, -0.3901], [0.5905, -1.1750, -0.8546], [-0.0578, 1.2077, -0.0550], [-0.8909, 0.5934, -0.1866], [0.9733, -2.0455, -1.0894], [-0.9049, -2.3325, 1.1534], [0.0774, 1.4491, 0.9979], [-0.2415, -1.7918, -0.0861], [-0.1955, 2.2102, -0.5085]],
  "atomic_forces_ev_per_a": [[1.3, 3.0, 0.0], [-1.9, -1.2, -0.7], [1.5, 0.7, 0.5], [-1.7, -0.7, -0.1], [1.6, -1.1, -0.6], [0.0, -0.1, -0.3], [-0.2, -0.1, 0.4], [-1.3, 0.3, 1.1], [0.6, -0.8, -0.3]],
  "lowdin_charge": [0.8781, -0.3791, -0.3161, -0.0104, 0.0086, -0.0085, 0.0256, -0.2513, 0.0532]
}

---

5.
{
  "formula": "CH4N2S",
  "method": "ωB97M-V/def2-TZVPD",
  "mol_weight_g_mol": 76.12,
  "largest_force_ev_per_a": 7.6,
  "homo_lumo_gap_ha": 0.3655,
  "lumo_ev": 0.95,
  "relative_energy_ev": 2.8960,
  "charge": 0,
  "smiles": "[H]/N=C\\NS",
  "elements": ["H", "S", "H", "N", "N", "C", "H", "H"],
  "coordinates": [[-2.1201, 0.4682, -0.6684], [-1.8482, 0.1853, 0.7242], [-0.1917, 1.1722, 1.0657], [1.6300, -0.3794, -0.6500], [-0.2125, 0.3286, 0.7198], [0.5187, -0.5086, -0.3077], [-0.1660, -1.1961, -0.8115], [2.3898, -0.0702, -0.0721]],
  "atomic_forces_ev_per_a": [[0.1, -0.1, 1.8], [-2.7, -0.8, -2.0], [2.9, 5.7, 1.5], [7.1, -1.2, -1.9], [-0.1, -7.1, -2.7], [-6.7, 2.0, 3.1], [-0.5, 0.3, 0.2], [-0.2, 1.2, 0.0]],
  "lowdin_charge": [-0.0918, 0.6715, -0.0504, 0.1132, -0.4478, -0.3631, 0.0960, 0.0725]
}

---

6.
{
  "formula": "C4H3BrNO2S",
  "method": "ωB97M-V/def2-TZVPD",
  "mol_weight_g_mol": 209.04,
  "largest_force_ev_per_a": 4.5,
  "homo_lumo_gap_ha": [0.2737, 0.2332],
  "lumo_ev": [2.86, 2.15],
  "relative_energy_ev": 3.2278,
  "charge": -1,
  "elements": ["N", "C", "O", "S", "H", "C", "O", "H", "C", "Br", "C", "H"],
  "coordinates": [[0.5228, -0.0342, 0.0967], [1.7264, 0.2339, 0.5784], [0.2675, 1.9906, -0.9837], [-2.1607, -0.9671, -0.7770], [2.2741, 1.2508, 0.2558], [-0.0993, 0.8519, -0.6053], [-1.9657, -2.6175, 1.2546], [-1.9860, 1.4296, -1.3732], [-2.1635, -1.5951, 0.7063], [3.3067, -1.1194, 0.0433], [-1.5676, 0.6459, -0.8155], [1.8453, -0.0694, 1.6197]],
  "atomic_forces_ev_per_a": [[-0.3, -2.3, 0.8], [2.4, 2.1, 0.3], [0.5, -0.2, -0.1], [-0.4, 2.2, -4.0], [-1.4, -2.2, 0.9], [-1.8, 2.8, -0.7], [-0.3, -0.1, -0.3], [-1.2, 0.5, -0.7], [0.6, -1.2, 4.0], [0.2, -0.3, -0.5], [1.7, -2.0, 0.5], [0.0, 0.6, -0.1]],
  "lowdin_charge": [-0.0525, -0.5747, -0.0734, 0.9614, 0.0969, -0.6895, 0.0114, 0.0316, -0.6068, 0.2123, -0.3337, 0.0169]
}